# 1
ORCA calculation (ωB97M-V/def2-TZVPD) on a 6-piece molecular cluster, H12O6 overall at a distorted geometry.

Geometry as XYZ:
```
18
Properties=species:S:1:pos:R:3
O 0.309 -1.131 -2.808
H -0.352 -0.803 -3.451
H -0.101 -1.946 -2.632
O -2.558 -0.609 1.272
H -2.770 0.303 1.159
H -1.683 -0.790 0.896
O 2.572 0.110 -1.329
H 1.957 0.794 -1.252
H 2.103 -0.507 -1.860
O 0.663 -0.099 2.739
H 0.138 0.094 3.504
H 1.208 0.673 2.731
O -0.074 -0.616 0.262
H 0.689 -0.735 -0.250
H 0.283 -0.596 1.157
O -0.989 2.330 -0.098
H -1.277 1.455 -0.332
H -0.120 2.077 0.300
```

Properties
* F_max: 2.5 eV/A
* HOMO-LUMO gap: 11.1 eV
* SMILES string: O.O.O.O.O.O
* charge: 0
* ΔE to the lowest compared entry with this formula, charge and spin: 139.0 kJ/mol

Atom charges from the natural (NBO) analysis, given in e for atoms 1 to 2: atom 1 (O): -0.95, atom 2 (H): 0.48



# 2
ORCA calculation (ωB97M-V/def2-TZVPD) on one molecule with the formula C22H38N2 at a distorted geometry.

Geometry as XYZ:
```
62
Properties=species:S:1:pos:R:3
C -8.693 -1.957 -0.290
C -7.465 -0.972 -0.376
C -8.011 0.540 0.118
C -6.206 -1.248 -0.624
C -5.092 -0.499 -0.621
C -4.621 -0.518 0.982
C -3.328 0.503 0.701
C -3.527 2.042 0.891
C -2.146 -0.010 0.581
C -0.770 0.700 0.635
N -0.875 1.906 -0.440
C 0.417 2.301 -0.719
C 1.642 1.827 -1.128
N 2.132 0.769 -0.337
C 3.237 -0.244 -0.637
C 3.283 -1.163 0.434
C 4.336 -2.161 -0.311
C 5.632 -1.568 -0.461
C 6.337 -0.978 0.653
C 5.329 -0.079 1.452
C 3.961 -0.791 1.509
C 5.276 1.173 0.334
C 4.532 0.537 -0.842
C 5.508 -0.255 -1.813
H -9.314 -1.728 -0.868
H -8.315 -3.039 -0.625
H -9.226 -1.936 0.668
H -8.917 0.651 -0.800
H -8.469 0.532 0.997
H -7.226 1.258 -0.226
H -6.049 -2.458 -0.646
H -4.376 -1.057 -1.429
H -5.440 0.454 -0.886
H -4.089 -1.341 1.040
H -5.211 -0.074 1.602
H -4.595 2.313 0.526
H -3.660 2.228 2.005
H -2.696 2.569 0.555
H -1.858 -1.254 0.603
H -0.545 1.263 1.556
H 0.124 -0.054 0.621
H -1.120 1.311 -1.427
H 0.117 3.170 -1.259
H 0.536 2.967 0.300
H 1.184 1.256 -1.822
H 2.269 2.452 -1.445
H 2.364 1.239 0.757
H 2.928 -0.561 -1.488
H 2.404 -1.846 0.447
H 4.439 -3.159 0.170
H 3.944 -2.599 -1.284
H 6.380 -2.236 -1.152
H 6.371 -2.026 1.466
H 7.309 -0.719 0.574
H 5.818 0.225 2.110
H 3.300 -0.154 2.102
H 4.181 -1.442 2.301
H 4.523 1.833 1.133
H 6.117 1.590 0.224
H 4.326 1.574 -1.502
H 6.561 0.065 -1.782
H 5.106 -0.945 -2.527
```

Properties
* F_max: 16.7 eV/A
* HOMO-LUMO gap: 8.4 eV
* SMILES string: CC(C)=CCC/C(C)=C/CNCCN[C@H]1[C@@H]2C[C@H]3C[C@@H](C2)C[C@@H]1C3
* charge: 0
* ΔE to the lowest compared entry with this formula, charge and spin: 2053.6 kJ/mol

Atom charges from the natural (NBO) analysis, given in e for atoms 1 to 2: atom 1 (C): -0.57, atom 2 (C): 0.03



# 3
ORCA calculation (ωB97M-V/def2-TZVPD) on one molecule with the formula CHN3O at a distorted geometry.

Geometry as XYZ:
```
6
Properties=species:S:1:pos:R:3
C 0.637 0.335 -0.014
N -0.575 0.969 -0.020
N -1.461 0.036 0.023
O -0.805 -1.136 -0.028
N 0.533 -0.983 0.012
H 1.671 0.779 0.026
```

Properties
* F_max: 2.3 eV/A
* HOMO-LUMO gap: 12.1 eV
* SMILES string: c1nnon1
* charge: 0
* ΔE to the lowest compared entry with this formula, charge and spin: 376.9 kJ/mol

Atom charges from the natural (NBO) analysis, given in e for atoms 1 to 2: atom 1 (C): 0.08, atom 2 (N): -0.24



# 4
ORCA calculation (ωB97M-V/def2-TZVPD) on C49H36BeBrN2O4S2 as an isolated structure at a distorted geometry.

Geometry as XYZ:
```
95
Properties=species:S:1:pos:R:3
Be 1.095 -1.212 1.926
O -0.793 -1.703 5.007
C -0.520 -1.923 3.858
O 0.419 -1.301 3.188
C -1.213 -2.967 3.031
C -1.984 -3.972 3.646
C -2.604 -4.890 2.845
C -2.493 -4.779 1.443
C -3.130 -5.662 0.547
C -2.987 -5.503 -0.804
C -2.194 -4.461 -1.318
C -1.550 -3.597 -0.474
C -1.680 -3.730 0.924
N -1.038 -2.867 1.736
H -2.038 -4.002 4.722
H -3.175 -5.710 3.256
H -3.728 -6.467 0.951
H -3.478 -6.181 -1.487
H -2.087 -4.352 -2.389
H -0.930 -2.794 -0.844
C 0.666 -1.385 -6.306
C 0.565 -1.112 -4.841
C -0.294 -0.125 -4.362
C -0.373 0.147 -3.011
C 0.425 -0.568 -2.127
C 1.266 -1.569 -2.573
C 1.330 -1.834 -3.930
S 0.301 -0.038 -0.416
O 0.905 -1.165 0.412
C 1.689 1.090 -0.414
C 3.002 0.603 -0.447
C 4.037 1.476 -0.281
C 3.795 2.842 -0.022
C 4.853 3.740 0.211
C 4.598 5.050 0.510
C 3.277 5.517 0.586
C 2.226 4.681 0.328
C 2.459 3.326 0.013
C 1.397 2.419 -0.234
C -0.002 2.864 -0.377
C -0.352 3.629 -1.524
C 0.571 3.936 -2.548
C 0.163 4.589 -3.678
C -1.172 4.994 -3.831
C -2.081 4.732 -2.845
C -1.703 4.037 -1.680
C -2.641 3.735 -0.670
C -2.286 2.974 0.406
C -0.976 2.493 0.521
S -0.502 1.335 1.864
O -0.487 2.120 3.096
C -2.063 0.414 1.889
C -2.624 0.160 3.127
C -3.804 -0.559 3.218
C -4.428 -1.046 2.074
C -5.719 -1.801 2.137
C -3.829 -0.810 0.840
C -2.657 -0.088 0.741
H -0.301 -1.268 -6.786
H 1.035 -2.389 -6.488
H 1.352 -0.678 -6.770
H -0.903 0.435 -5.055
H -1.039 0.910 -2.633
H 1.845 -2.132 -1.856
H 1.993 -2.609 -4.284
H 3.179 -0.448 -0.618
H 5.056 1.122 -0.314
H 5.867 3.376 0.138
H 5.413 5.735 0.680
H 3.092 6.548 0.849
H 1.210 5.043 0.376
H 1.605 3.643 -2.437
H 0.872 4.795 -4.465
H -1.470 5.521 -4.725
H -3.111 5.040 -2.944
H -3.652 4.102 -0.769
H -3.002 2.724 1.171
H -2.146 0.549 4.014
H -4.242 -0.740 4.189
H -6.268 -1.568 3.045
H -5.530 -2.875 2.119
H -6.341 -1.557 1.277
H -4.291 -1.188 -0.060
H -2.242 0.112 -0.236
Br 2.487 1.177 3.113
C 3.526 -0.344 2.742
C 4.890 -0.347 3.006
C 5.628 -1.455 2.635
C 4.971 -2.526 2.038
C 3.606 -2.447 1.847
N 2.895 -1.368 2.178
H 5.345 0.513 3.475
H 6.693 -1.476 2.804
H 5.508 -3.404 1.722
H 3.042 -3.252 1.404
```

Properties
* F_max: 1.9 eV/A
* HOMO-LUMO gap: 8.1 eV
* charge: +1

Atom charges from the Löwdin analysis, given in e for atoms 1 to 2: atom 1 (Be): 0.10, atom 2 (O): 0.13



# 5
ORCA calculation (ωB97M-V/def2-TZVPD) on C20H24B2F4LaN6O6Se3Te as an isolated structure at a distorted geometry.

Geometry as XYZ:
```
67
Properties=species:S:1:pos:R:3
La -0.109 -0.459 -0.401
C -4.141 0.043 -2.895
C -3.047 0.125 -1.896
N -2.294 -0.935 -1.592
O -2.539 -1.976 -2.400
B -1.209 -2.668 -2.866
F -0.477 -2.859 -1.701
F -1.392 -3.782 -3.576
O -0.436 -1.671 -3.788
N 0.197 -0.787 -3.070
C 0.843 0.159 -3.787
C 1.301 -0.249 -5.127
C 0.946 1.430 -3.185
N 0.757 1.433 -1.871
O 1.001 2.644 -1.320
B -0.234 3.357 -0.812
F 0.198 4.338 0.011
F -0.893 3.758 -1.984
O -1.188 2.596 0.066
N -1.737 1.402 -0.438
C -2.762 1.382 -1.227
C -3.640 2.572 -1.434
C 1.300 2.647 -3.951
H -4.004 -0.854 -3.541
H -4.081 0.954 -3.498
H -5.150 -0.063 -2.417
H 1.976 0.501 -5.487
H 0.485 -0.250 -5.857
H 1.824 -1.134 -5.006
H -3.634 3.166 -0.586
H -4.648 2.264 -1.744
H -3.176 3.135 -2.222
H 0.772 2.650 -4.918
H 2.409 2.799 -4.121
H 0.948 3.498 -3.325
C 2.473 2.795 1.879
C 2.306 1.425 1.390
O 1.176 1.082 0.933
C 3.447 0.631 1.588
C 3.456 -0.745 1.353
C 4.714 -1.444 0.917
N 2.238 -1.518 1.441
N 1.670 -1.452 2.747
C 0.376 -1.307 2.741
O -0.448 -1.204 1.764
C -0.342 -1.337 4.102
C -1.703 -1.720 4.282
C -2.223 -1.863 5.567
C -1.341 -1.860 6.696
C 0.010 -1.486 6.505
C 0.508 -1.234 5.236
H 1.737 3.158 2.625
H 2.370 3.591 1.118
H 3.456 2.874 2.416
H 4.331 1.141 2.010
H 5.503 -1.014 1.461
H 4.845 -1.320 -0.174
H 4.614 -2.531 1.129
H -2.283 -2.113 3.372
H -3.263 -2.116 5.651
H -1.666 -2.197 7.696
H 0.729 -1.402 7.333
H 1.570 -1.089 5.113
Se -3.150 -2.661 0.848
Se -1.977 -4.631 1.219
Te 0.651 -4.818 0.957
Se 2.053 -2.801 0.048
```

Properties
* F_max: 4.9 eV/A
* HOMO-LUMO gap: 4.9 eV
* charge: -1
* ΔE to the lowest compared entry with this formula, charge and spin: 122.9 kJ/mol

Atom charges from the natural (NBO) analysis, given in e for atoms 1 to 2: atom 1 (La): 2.04, atom 2 (C): -0.69



# 6
ORCA calculation (ωB97M-V/def2-TZVPD) on one molecule with the formula C6H12O at a distorted geometry.

Geometry as XYZ:
```
19
Properties=species:S:1:pos:R:3
C -0.610 1.135 -1.484
C -1.004 0.076 -0.447
O -1.593 0.699 0.705
C -0.620 0.616 1.816
C 0.680 0.112 1.254
C 0.174 -0.798 0.133
C 1.184 -1.325 -0.887
H -0.017 1.927 -1.013
H -0.021 0.682 -2.290
H -1.479 1.619 -1.950
H -1.702 -0.635 -0.928
H -0.413 1.518 2.430
H -1.021 -0.164 2.476
H 1.376 0.873 0.868
H 1.072 -0.279 2.203
H -0.343 -1.646 0.603
H 1.837 -2.108 -0.478
H 0.661 -1.764 -1.746
H 1.833 -0.528 -1.268
```

Properties
* F_max: 1.4 eV/A
* HOMO-LUMO gap: 10.6 eV
* SMILES string: C[C@@H]1OCC[C@@H]1C
* charge: 0
* ΔE to the lowest compared entry with this formula, charge and spin: 85.4 kJ/mol

Atom charges from the natural (NBO) analysis, given in e for atoms 1 to 2: atom 1 (C): -0.64, atom 2 (C): 0.11



# 7
ORCA calculation (ωB97M-V/def2-TZVPD) on C22H28BrFeN3O4S as an isolated structure.

Geometry as XYZ:
```
60
Properties=species:S:1:pos:R:3
Fe -0.513 0.194 0.591
C -2.472 -1.835 -3.715
C -2.085 -0.399 -4.029
N -0.690 -0.122 -3.664
C 0.304 -0.326 -4.731
C 0.517 0.943 -5.540
C -0.333 0.303 -2.466
S -1.571 0.615 -1.291
N 0.974 0.586 -2.298
C 1.616 0.595 -1.167
O 1.195 0.174 -0.008
C 3.009 1.094 -1.157
C 3.532 1.717 -2.290
C 4.821 2.219 -2.269
C 5.598 2.091 -1.125
C 5.083 1.465 0.002
C 3.790 0.970 -0.008
H -3.495 -2.025 -4.035
H -2.405 -2.023 -2.643
H -1.818 -2.537 -4.234
H -2.740 0.304 -3.517
H -2.173 -0.197 -5.096
H -0.081 -1.131 -5.357
H 1.235 -0.664 -4.286
H -0.417 1.290 -5.985
H 1.225 0.757 -6.346
H 0.913 1.734 -4.905
H 2.920 1.801 -3.177
H 5.223 2.708 -3.146
H 6.608 2.479 -1.113
H 5.692 1.359 0.890
H 3.384 0.480 0.865
C -0.287 3.561 -0.573
C 0.233 3.220 0.798
O -0.385 2.041 1.405
C -0.141 2.047 2.851
C 1.311 1.841 3.220
H 0.141 4.532 -0.829
H -1.372 3.656 -0.584
H 0.023 2.851 -1.334
H 0.016 4.039 1.484
H 1.312 3.058 0.776
H -0.775 1.266 3.258
H -0.508 3.007 3.216
H 1.688 0.905 2.815
H 1.385 1.797 4.307
H 1.940 2.664 2.883
Br -2.692 -6.621 2.254
C -1.638 -5.181 2.845
C -0.911 -5.292 4.028
N -0.147 -4.315 4.503
C -0.076 -3.184 3.816
C -0.769 -2.988 2.625
C -1.570 -4.009 2.123
C -0.649 -1.718 1.910
O -1.259 -1.516 0.786
O 0.033 -0.746 2.321
H -0.954 -6.206 4.607
H 0.553 -2.399 4.216
H -2.117 -3.879 1.199
```

Properties
* F_max: 0.5 eV/A
* HOMO-LUMO gap (alpha / beta): 7.2 / 7.9 eV
* 2S+1: 2
* charge: +1
* expectation value of S²: 1.08

Atom charges from the natural (NBO) analysis, given in e for atoms 1 to 2: atom 1 (Fe): 1.35, atom 2 (C): -0.62



# 8
ORCA calculation (ωB97M-V/def2-TZVPD) on an isolated ion of composition C5H6NO and charge +1 at a distorted geometry.

Geometry as XYZ:
```
13
Properties=species:S:1:pos:R:3
C 2.407 -0.186 -0.111
C 1.177 -0.934 -0.527
C 0.072 -0.688 0.061
C -2.027 0.565 -0.303
C -0.998 -0.084 0.642
N 3.614 -0.183 -0.053
O 2.732 0.964 0.541
H 1.602 -1.722 -1.269
H -2.593 1.192 0.310
H -2.631 -0.356 -0.783
H -1.585 1.114 -1.073
H -1.521 -0.478 1.449
H -0.251 0.796 1.115
```

Properties
* F_max: 3.7 eV/A
* HOMO-LUMO gap (alpha / beta): 6.8 / 6.8 eV
* charge: +1
* ΔE to the lowest compared entry with this formula, charge and spin: 819.7 kJ/mol

Atom charges from the natural (NBO) analysis, given in e for atoms 1 to 2: atom 1 (C): 0.45, atom 2 (C): -0.39



- The lowest F_max belongs to which entry?
  C22H28BrFeN3O4S